{"formula": "C53H48BrN5O2RuSTe", "method": "the ωB97M-V functional and the def2-TZVPD basis", "charge": 1, "spin_multiplicity": 6, "e_homo_ev": [-8.4038, -10.3922], "fmax_ev_per_a": 4.476, "s2": 8.84, "elements": ["Ru", "Br", "C", "C", "C", "C", "C", "C", "N", "C", "C", "C", "C", "C", "C", "N", "H", "H", "H", "H", "H", "H", "H", "H", "H", "C", "N", "C", "C", "C", "C", "C", "C", "C", "C", "H", "H", "H", "H", "H", "H", "H", "H", "H", "H", "H", "H", "C", "C", "C", "C", "C", "O", "C", "C", "C", "C", "C", "C", "C", "O", "C", "C", "C", "N", "C", "C", "Te", "C", "C", "C", "C", "C", "C", "C", "C", "C", "C", "C", "C", "H", "H", "H", "H", "H", "H", "H", "H", "H", "H", "H", "H", "H", "H", "H", "H", "H", "H", "H", "H", "H", "H", "H", "H", "S", "C", "C", "N", "C", "H", "H", "H"], "xyz": [[-0.79, 1.18, 1.24], [-6.18, -3.14, 4.33], [-4.69, -2.09, 3.85], [-4.58, -0.92, 4.63], [-3.74, 0.10, 4.23], [-2.80, -0.23, 3.22], [-2.95, -1.35, 2.43], [-3.83, -2.34, 2.81], [-1.72, 0.75, 3.09], [-1.13, 1.19, 4.15], [0.16, 1.76, 3.94], [0.92, 2.32, 4.98], [2.20, 2.81, 4.75], [2.75, 2.68, 3.48], [1.95, 2.17, 2.49], [0.72, 1.69, 2.68], [-5.08, -0.80, 5.56], [-3.94, 1.12, 4.48], [-2.44, -1.49, 1.47], [-3.92, -3.27, 2.30], [-1.43, 1.02, 5.15], [0.41, 2.64, 5.87], [2.66, 3.28, 5.62], [3.76, 2.99, 3.19], [2.32, 2.12, 1.40], [-5.71, 0.24, -0.76], [-5.13, 1.52, -0.46], [-5.13, 2.59, -1.49], [-3.88, 1.37, 0.32], [-3.37, 2.60, 0.98], [-4.19, 3.58, 1.39], [-3.75, 4.81, 1.78], [-2.37, 5.07, 1.61], [-1.55, 4.05, 1.30], [-1.98, 2.67, 1.19], [-6.84, 0.37, -0.73], [-5.46, -0.45, 0.05], [-5.53, -0.07, -1.82], [-6.05, 2.51, -2.07], [-4.27, 2.45, -2.21], [-5.05, 3.57, -0.94], [-3.11, 0.97, -0.36], [-4.12, 0.70, 1.15], [-5.28, 3.41, 1.39], [-4.48, 5.53, 2.10], [-1.97, 6.08, 1.57], [-0.46, 4.22, 1.32], [0.37, -5.03, -1.88], [0.44, -3.74, -1.05], [1.15, -3.76, 0.15], [1.37, -2.58, 0.87], [2.44, -2.42, 1.89], [3.36, -1.58, 1.94], [2.29, -3.37, 3.14], [1.18, -4.13, 3.38], [0.98, -4.82, 4.58], [1.96, -4.82, 5.49], [3.17, -4.22, 5.20], [3.35, -3.55, 3.97], [0.56, -1.43, 0.51], [0.32, -0.64, 1.47], [0.09, -1.32, -0.85], [-0.11, -2.53, -1.52], [-0.28, -0.11, -1.50], [-0.32, 1.02, -0.83], [-0.20, 2.35, -1.52], [1.22, 2.91, -1.31], [1.69, 4.67, -2.60], [2.77, 3.48, -4.03], [4.17, 3.46, -3.93], [4.86, 2.47, -4.64], [4.27, 1.83, -5.68], [2.89, 2.02, -5.95], [2.15, 2.89, -5.11], [-0.36, -0.13, -3.06], [0.85, -0.25, -3.71], [0.94, -0.32, -5.11], [-0.22, -0.28, -5.89], [-1.47, -0.14, -5.23], [-1.54, 0.02, -3.82], [0.04, -5.90, -1.28], [1.28, -5.32, -2.44], [-0.31, -4.93, -2.74], [1.56, -4.75, 0.47], [0.28, -3.97, 2.71], [0.05, -5.38, 4.74], [1.81, -5.34, 6.43], [3.99, -4.22, 5.96], [4.30, -3.00, 3.71], [-0.78, -2.59, -2.42], [-0.98, 3.02, -1.15], [-0.47, 2.28, -2.64], [2.09, 2.30, -1.48], [1.33, 3.40, -0.30], [4.76, 4.14, -3.31], [5.90, 2.25, -4.43], [4.81, 1.11, -6.35], [2.50, 1.58, -6.93], [1.09, 3.09, -5.28], [1.77, -0.22, -3.18], [1.88, -0.32, -5.58], [-0.19, -0.42, -7.01], [-2.40, -0.14, -5.77], [-2.55, 0.09, -3.38], [4.09, -3.10, -1.78], [5.01, -2.78, -3.21], [6.35, -2.97, -2.99], [6.63, -3.30, -1.68], [5.53, -3.33, -0.96], [4.54, -2.57, -4.12], [7.15, -3.08, -3.69], [5.61, -3.55, 0.09]], "lowdin_charge": [1.58, 0.76, -0.68, -0.13, -0.02, -0.25, -0.05, -0.11, -0.08, -0.12, -0.26, -0.02, -0.06, -0.08, -0.14, -0.05, 0.09, 0.12, 0.11, 0.10, 0.12, 0.11, 0.12, 0.12, 0.13, -0.11, -0.28, -0.05, -0.18, -0.24, -0.07, -0.01, -0.06, -0.10, -0.27, 0.10, 0.08, 0.09, 0.08, 0.09, 0.08, 0.11, 0.11, 0.15, 0.12, 0.12, 0.11, -0.04, -0.24, 0.01, -0.09, -0.23, 0.08, -0.17, -0.05, -0.08, -0.11, -0.06, -0.03, -0.27, -0.08, -0.10, 0.03, -0.16, -0.05, -0.29, -0.47, 1.24, -0.57, -0.14, -0.10, -0.10, -0.10, -0.16, -0.19, -0.03, -0.08, -0.05, -0.05, -0.03, 0.09, 0.09, 0.08, 0.15, 0.13, 0.12, 0.11, 0.13, 0.14, 0.15, 0.09, 0.12, 0.04, 0.01, 0.10, 0.11, 0.12, 0.13, 0.10, 0.11, 0.08, 0.13, 0.10, 0.12, 1.00, -0.40, -0.22, -0.02, -0.52, 0.04, 0.10, 0.07]}